Entry from the Open Molecules 2025 dataset: C66H151HgN20O20 as an isolated structure in a non-equilibrium geometry (the ωB97M-V functional and the def2-TZVPD basis).

ORCA input file:
```
! RIJCOSX wB97M-V def2-TZVPD def2/J DEFGRID3
* xyz 1 1
Hg -3.46326 2.49720 0.65072
C 0.92797 2.61911 0.08723
C 0.68589 1.08308 -0.20411
C 2.10015 0.38960 0.08773
C 2.14484 -1.17210 0.08295
C 1.01596 -1.77511 0.92858
C -0.39115 -1.13914 0.71326
N -0.27351 0.34586 0.69418
O -1.57141 1.01610 0.76463
C -1.18044 -1.61410 2.01735
C -1.08357 -1.79691 -0.52853
C 0.40365 0.84985 -1.70800
H 1.61068 3.22055 -0.51301
H 1.43764 2.64020 1.05050
H 0.01795 3.19918 0.24053
H 2.39518 0.71380 1.08571
H 2.85818 0.80772 -0.57459
H 3.09675 -1.54370 0.46227
H 2.06708 -1.47656 -0.96077
H 1.22869 -1.77356 1.99761
H 1.01259 -2.82689 0.64253
H -2.24856 -1.42508 1.91013
H -0.73605 -1.25482 2.94554
H -1.20488 -2.70308 2.05776
H -1.38536 -2.83251 -0.37180
H -0.60692 -1.60539 -1.48989
H -2.05690 -1.32486 -0.66230
H -0.63618 1.08313 -1.93697
H 0.63036 -0.18295 -1.97265
H 0.94597 1.52569 -2.36923
C -4.65556 1.65978 -3.60699
C -3.88641 1.06974 -2.48994
O -4.03311 1.46118 -1.35328
N -3.00668 0.10307 -2.70169
C -2.66246 -0.46160 -4.01038
H -5.11166 1.02257 -4.36465
H -3.89213 2.13085 -4.22614
H -5.33504 2.45819 -3.30875
H -2.41360 -0.14262 -1.92194
H -1.91886 -1.23361 -3.81254
H -2.41527 0.36587 -4.67545
H -3.51363 -1.03570 -4.37645
C -2.62427 0.90677 4.20015
C -3.71590 1.88445 3.98808
O -3.84597 2.45385 2.91413
N -4.45123 2.15659 5.08736
C -5.51066 3.16874 5.17669
H -2.92752 0.11455 4.88466
H -1.88218 1.57015 4.64435
H -2.34563 0.43088 3.25995
H -4.42559 1.48735 5.84337
H -5.33921 3.92756 4.41321
H -5.47516 3.49348 6.21659
H -6.51173 2.76325 5.02992
C 5.41761 -1.21106 2.84578
C 5.61483 -1.97851 4.13231
O 4.86399 -2.89474 4.46397
N 6.58192 -1.50449 4.99090
C 6.64149 -1.96123 6.38314
H 5.08424 -1.93517 2.10239
H 6.32109 -0.64508 2.61888
H 4.68595 -0.44132 3.09126
H 7.18263 -0.73484 4.73226
H 7.25809 -1.38181 7.07028
H 6.94919 -3.00350 6.46742
H 5.60783 -2.01501 6.72483
C 0.28329 0.85406 7.40673
C 1.05650 1.22021 6.12742
O 1.67100 2.30207 6.03744
N 1.08256 0.27853 5.21292
C 1.61682 0.41335 3.87949
H 0.12704 1.76013 7.99214
H 0.72169 0.03447 7.97611
H -0.72966 0.48726 7.24095
H 0.73570 -0.65054 5.40429
H 2.21463 -0.45491 3.60229
H 2.04745 1.39273 3.67100
H 0.72336 0.37379 3.25637
C -2.40360 6.49289 1.92617
C -1.76329 5.12868 2.16408
O -2.16962 4.15765 1.49567
N -0.81102 5.04580 3.09904
C -0.30188 3.75807 3.48187
H -2.79490 6.52997 0.90951
H -1.51651 7.12466 1.97143
H -3.15605 6.83902 2.63476
H -0.49010 5.89534 3.54108
H -0.92312 2.90467 3.21005
H -0.18478 3.92847 4.55208
H 0.71466 3.58631 3.12798
C -0.80816 2.88546 -4.83119
C 0.62673 3.35130 -5.08320
O 0.96155 4.50164 -4.78851
N 1.48667 2.45726 -5.58167
C 2.85433 2.69123 -6.08794
H -1.35152 2.94307 -5.77435
H -1.16173 3.45376 -3.97088
H -0.65039 1.84118 -4.56158
H 1.12716 1.51385 -5.55314
H 3.59403 2.09175 -5.55729
H 3.13958 3.73462 -5.95352
H 2.74755 2.46646 -7.14915
C 0.26575 10.01878 0.91175
C 0.87375 8.90392 0.08717
O 0.96000 8.97676 -1.12035
N 1.33701 7.88718 0.81332
C 2.05524 6.66600 0.41132
H -0.23257 9.71551 1.83251
H -0.41946 10.53927 0.24265
H 1.14005 10.60889 1.18647
H 1.14769 7.86983 1.80526
H 2.87508 6.35715 1.05983
H 2.57549 6.76885 -0.54097
H 1.42375 5.77757 0.41310
C -4.35044 5.16669 -2.82074
C -3.06053 4.83063 -2.03197
O -3.05783 3.98654 -1.11748
N -1.96751 5.51315 -2.32505
C -0.64084 5.39815 -1.72355
H -5.20422 4.60012 -2.44904
H -4.09681 4.89744 -3.84606
H -4.67893 6.20597 -2.81174
H -2.12524 6.35163 -2.86558
H 0.05072 4.84990 -2.36329
H -0.70478 5.00096 -0.71051
H -0.20706 6.39659 -1.66826
C -3.66764 -2.61327 4.59849
C -4.86537 -3.35708 5.17031
O -4.77921 -4.48786 5.67451
N -6.08783 -2.84458 5.14583
C -6.43316 -1.44384 4.80366
H -3.31272 -1.94442 5.38256
H -3.93734 -1.89631 3.82303
H -2.96533 -3.33278 4.17759
H -6.85490 -3.42182 5.45967
H -6.91615 -0.97140 5.65901
H -7.19877 -1.52516 4.03209
H -5.63628 -0.79106 4.44737
C -3.97370 -3.46215 -2.67833
C -4.14567 -3.87160 -4.14774
O -3.51127 -3.39352 -5.06168
N -5.18100 -4.75078 -4.39005
C -5.62509 -5.13091 -5.71936
H -4.41579 -2.48075 -2.50658
H -2.93851 -3.41653 -2.34010
H -4.45679 -4.06891 -1.91246
H -5.67369 -5.11940 -3.58912
H -6.26393 -4.38476 -6.19185
H -6.19017 -6.06294 -5.72968
H -4.78782 -5.38729 -6.36847
C 2.94692 -4.21642 -1.48437
C 4.22530 -4.33463 -0.66115
O 5.20293 -3.80397 -1.13726
N 4.01397 -4.85279 0.53420
C 4.98949 -4.92992 1.54893
H 2.91146 -5.05904 -2.17492
H 2.92004 -3.29614 -2.06785
H 2.09789 -4.25257 -0.80176
H 3.11472 -5.23025 0.79684
H 4.53240 -4.59516 2.48011
H 5.93260 -4.40187 1.40817
H 5.21735 -5.98298 1.71402
C 2.01136 -2.01843 -4.46015
C 1.01385 -1.38667 -5.44348
O 1.12263 -0.22439 -5.72644
N 0.12681 -2.10574 -6.14831
C -0.52134 -3.31985 -5.71870
H 3.02080 -1.64047 -4.62227
H 2.00413 -3.09860 -4.60611
H 1.74688 -1.81618 -3.42224
H -0.27857 -1.53099 -6.87317
H -1.40718 -3.50755 -6.32547
H -0.89995 -3.17228 -4.70728
H 0.12710 -4.19543 -5.75025
C -1.74585 -5.91760 1.24379
C -3.12932 -5.95173 0.57745
O -4.04730 -5.18627 0.96431
N -3.30711 -6.86625 -0.34041
C -4.38067 -7.02528 -1.20835
H -1.24408 -6.86501 1.04695
H -1.86305 -5.73024 2.31114
H -1.02626 -5.21168 0.82912
H -2.55821 -7.52689 -0.49147
H -5.29070 -6.58443 -0.80143
H -4.58596 -8.08235 -1.37737
H -4.20564 -6.57067 -2.18343
C 5.50220 1.70243 1.22306
C 6.63621 2.11221 0.28839
O 7.42439 1.32415 -0.19213
N 6.68109 3.43339 0.04146
C 7.53459 3.95884 -0.98203
H 5.29025 0.65978 0.98631
H 4.65465 2.36350 1.04212
H 5.73729 1.81379 2.28156
H 6.12916 4.04921 0.62132
H 8.57365 3.76062 -0.71907
H 7.38007 5.03734 -1.01467
H 7.28297 3.55419 -1.96236
C -5.20316 -1.61874 0.42923
C -5.61849 -0.32403 0.97170
O -4.83975 0.63936 1.18232
N -6.86943 -0.27559 1.46458
C -7.34063 0.87274 2.28121
H -4.60280 -1.40386 -0.45480
H -6.03345 -2.26127 0.13620
H -4.60375 -2.20789 1.12329
H -7.54140 -0.86400 0.99306
H -8.38071 0.75781 2.58635
H -7.12395 1.80405 1.75794
H -6.71772 1.04199 3.15952
C -0.87896 -4.06196 7.21370
C -0.24155 -3.37253 6.05386
O -0.40824 -2.14423 5.91706
N 0.47176 -4.08408 5.18482
C 1.19826 -3.60485 3.99008
H -0.49965 -3.55929 8.10340
H -0.73545 -5.14236 7.22853
H -1.94215 -3.83095 7.27988
H 0.54442 -5.03867 5.50670
H 2.10314 -4.18706 3.81587
H 1.59514 -2.59688 4.11083
H 0.58250 -3.71096 3.09694
C 1.13783 -8.47526 -3.94140
C 0.82343 -6.99702 -3.81857
O 1.18503 -6.24512 -4.68774
N -0.05069 -6.62312 -2.87099
C -0.53858 -5.26732 -2.64243
H 1.23705 -8.84665 -4.96136
H 0.34387 -9.06981 -3.48947
H 2.09791 -8.71792 -3.48592
H -0.36433 -7.32737 -2.21848
H -1.58029 -5.12300 -2.92896
H 0.01130 -4.53939 -3.23897
H -0.44035 -5.15120 -1.56309
C 3.89089 3.54100 -2.49795
C 4.06052 5.03849 -2.61773
O 5.02980 5.60175 -2.13584
N 3.15864 5.66817 -3.40494
C 3.27278 7.12554 -3.71769
H 4.83408 3.01833 -2.65704
H 3.25750 3.08826 -3.26080
H 3.59006 3.26177 -1.48818
H 2.42537 5.13794 -3.85356
H 4.11415 7.38406 -4.36062
H 3.33648 7.72086 -2.80684
H 2.31764 7.50683 -4.07887
C 5.53551 0.11918 -5.19451
C 6.01354 0.92425 -3.96949
O 6.52041 2.01126 -4.22207
N 5.97015 0.48728 -2.73798
C 5.43552 -0.82024 -2.33335
H 6.03692 -0.83853 -5.33409
H 5.65714 0.76729 -6.06242
H 4.46445 -0.02326 -5.05088
H 6.43887 1.00613 -2.00915
H 6.20785 -1.44089 -1.87904
H 4.96755 -1.35446 -3.16021
H 4.56716 -0.70884 -1.68403
*
```

Output
Relative energy (zero: lowest compared OMol25 entry of this formula, charge and spin)   0.0 kcal per mole
HOMO   -0.2880 hartree
F_max   4.29 eV Å⁻¹

Löwdin atomic charge list, values in e, 6 entries:
1 Hg 1.277
2 C -0.016
3 C -0.411
4 C -0.122
5 C -0.156
6 C -0.138